Record 1
Below is a molecular structure, C40H36ClN5O4S2Zr, with properties calculated with ωB97M-V with the def2-TZVPD basis set.

```
! wB97M-V def2-TZVPD RIJCOSX def2/J DEFGRID3
* xyz 0 1
Zr -0.22 0.54 0.74
C 1.20 3.51 -1.45
C 0.34 2.74 -2.41
C 0.68 2.68 -3.76
C -0.12 2.01 -4.67
C -1.30 1.42 -4.24
C -1.67 1.46 -2.90
C -3.00 0.90 -2.48
C -0.82 2.09 -1.98
N -1.13 2.02 -0.58
C -2.00 2.96 -0.12
O -2.45 3.92 -0.71
C -2.40 2.70 1.32
C -3.14 3.55 2.11
C -3.38 3.16 3.43
C -2.88 1.95 3.91
C -2.17 1.15 3.04
N -1.94 1.55 1.79
C -1.58 -0.20 3.38
O -1.66 -0.61 4.52
N -1.04 -0.83 2.29
C -0.79 -2.23 2.42
C -1.84 -3.08 2.84
C -3.21 -2.60 3.24
C -1.61 -4.45 2.88
C -0.40 -5.00 2.51
C 0.62 -4.16 2.10
C 0.44 -2.78 2.05
C 1.63 -1.98 1.59
H 1.88 4.16 -1.99
H 0.60 4.11 -0.78
H 1.81 2.83 -0.85
H 1.59 3.17 -4.09
H 0.17 1.96 -5.71
H -1.94 0.92 -4.95
H -3.29 0.07 -3.13
H -3.00 0.55 -1.45
H -3.77 1.67 -2.56
H -3.51 4.48 1.70
H -3.95 3.80 4.08
H -3.04 1.61 4.92
H -3.49 -1.67 2.73
H -3.95 -3.36 3.00
H -3.25 -2.39 4.31
H -2.42 -5.10 3.20
H -0.24 -6.07 2.55
H 1.58 -4.57 1.81
H 1.93 -2.26 0.58
H 1.48 -0.90 1.58
H 2.47 -2.11 2.26
O 3.83 0.92 -1.43
C 3.47 0.33 -2.59
C 4.38 0.44 -3.65
C 4.10 -0.14 -4.87
C 2.91 -0.84 -5.06
C 2.01 -0.94 -4.02
C 2.27 -0.37 -2.77
C 1.25 -0.47 -1.72
O 1.36 0.30 -0.65
N 0.27 -1.29 -1.88
N -0.68 -1.16 -0.86
C -1.73 -1.86 -1.10
S -1.85 -2.83 -2.55
C -3.43 -3.59 -2.07
C -4.22 -2.57 -1.28
S -3.10 -1.87 -0.03
H 3.10 0.81 -0.80
H 5.30 0.98 -3.48
H 4.81 -0.04 -5.68
H 2.68 -1.28 -6.02
H 1.07 -1.46 -4.15
H -3.23 -4.48 -1.47
H -3.95 -3.87 -2.98
H -5.06 -3.02 -0.74
H -4.60 -1.77 -1.92
Cl 1.46 0.02 4.35
C 2.79 0.60 3.38
C 4.07 0.14 3.68
C 5.15 0.53 2.91
C 4.94 1.39 1.84
C 3.66 1.85 1.56
C 2.54 1.46 2.30
C 1.18 1.91 1.93
H 4.20 -0.53 4.53
H 6.14 0.17 3.15
H 5.76 1.71 1.22
H 3.52 2.54 0.73
H 1.24 2.82 1.33
H 0.61 2.16 2.84
*
```

Computed properties:
HOMO: -0.297 Eh
Gap between HOMO and LUMO: 7.301 eV
Relative energy (zero: lowest compared OMol25 entry of this formula, charge and spin): 0.000 eV

=====

Record 2
Below is a molecular structure, C38H34BrN3OSSiTa, with properties calculated with ωB97M-V with the def2-TZVPD basis set.

```
! wB97M-V def2-TZVPD RIJCOSX def2/J DEFGRID3
* xyz 3 1
Ta -0.87 0.04 2.09
C -2.40 4.00 -0.71
C -2.31 2.61 -0.15
C -3.16 2.23 0.95
C -3.33 0.93 1.33
C -2.56 -0.14 0.73
C -1.44 0.32 -0.08
C -1.49 1.65 -0.65
H -3.02 4.64 -0.09
H -2.85 3.99 -1.71
H -1.42 4.47 -0.81
H -3.76 3.00 1.43
H -4.11 0.68 2.04
H -3.01 -1.12 0.63
H -0.93 -0.42 -0.69
H -0.85 1.87 -1.49
Br 3.33 -5.94 4.13
C 2.31 -4.55 3.38
C 1.79 -4.68 2.10
C 1.05 -3.66 1.53
C 0.81 -2.51 2.26
O 0.07 -1.50 1.71
C 1.32 -2.36 3.55
C 1.12 -1.16 4.33
N 0.35 -0.18 3.99
C 0.29 0.98 4.81
C 0.44 1.01 6.17
C 0.44 2.24 6.86
C 0.33 3.41 6.17
C 0.17 3.41 4.76
C 0.12 4.58 3.98
C 0.02 4.48 2.62
C -0.15 3.22 2.04
N -0.17 2.09 2.74
C 0.09 2.17 4.09
C 2.09 -3.39 4.10
H 1.97 -5.59 1.54
H 0.65 -3.75 0.53
H 1.69 -1.09 5.25
H 0.55 0.09 6.73
H 0.55 2.24 7.93
H 0.38 4.36 6.68
H 0.20 5.55 4.46
H 0.03 5.35 1.98
H -0.31 3.12 0.98
H 2.50 -3.29 5.10
C 2.18 -3.79 -8.99
Si 3.36 -2.39 -8.90
C 4.94 -2.68 -8.03
C 3.00 -0.82 -9.68
C 3.95 0.21 -9.66
C 3.71 1.40 -10.33
C 2.52 1.56 -11.02
C 1.56 0.55 -11.05
C 1.79 -0.63 -10.39
H 2.73 -4.72 -9.12
H 1.45 -3.68 -9.80
H 1.63 -3.88 -8.05
H 5.64 -3.12 -8.76
H 4.82 -3.41 -7.23
H 5.40 -1.77 -7.65
H 4.89 0.09 -9.12
H 4.45 2.18 -10.32
H 2.33 2.48 -11.55
H 0.64 0.70 -11.60
H 1.05 -1.42 -10.42
S -3.42 -3.17 4.40
C -2.49 -2.42 3.20
N -2.31 -1.13 3.33
C -2.97 -0.65 4.47
C -3.04 0.68 4.90
C -3.74 0.96 6.05
C -4.38 -0.05 6.77
C -4.34 -1.36 6.35
C -3.62 -1.65 5.19
H -2.07 -2.98 2.38
H -2.58 1.48 4.33
H -3.82 1.98 6.39
H -4.94 0.20 7.66
H -4.85 -2.14 6.90
*
```

Computed properties:
HOMO: -0.519 Eh
Gap between HOMO and LUMO: 6.381 eV
Relative energy (zero: lowest compared OMol25 entry of this formula, charge and spin): 0.000 eV

=====

Record 3
Below is a molecular structure, C14H23N2OPPd at a distorted geometry, with properties calculated with ωB97M-V with the def2-TZVPD basis set.

```
! wB97M-V def2-TZVPD RIJCOSX def2/J DEFGRID3
* xyz 0 3
C -2.10 -0.10 -2.93
C -2.14 -1.13 -2.00
C -1.59 -0.95 -0.71
C -1.20 0.33 -0.34
C -1.09 1.35 -1.28
C -1.56 1.14 -2.58
C -1.42 -2.13 0.19
C -0.72 -3.32 -0.52
N 0.59 -3.09 -1.08
Pd -0.92 0.82 1.66
C -0.48 2.66 -0.87
P 0.27 2.44 0.79
H -2.59 -2.10 -2.26
H -1.49 1.95 -3.30
H -2.48 -0.26 -3.94
H -1.23 3.47 -0.78
H 0.31 3.00 -1.56
H -0.87 -1.85 1.10
H -2.40 -2.49 0.51
H -0.58 -4.12 0.23
C 0.27 4.07 1.56
C 1.98 1.98 0.45
H -1.36 -3.69 -1.33
C 0.75 -2.67 -2.44
C 1.68 -2.86 -0.18
H -0.27 1.22 3.10
H 1.76 -2.96 -2.76
H 0.00 -3.17 -3.07
H 0.65 -1.58 -2.56
H 2.62 -3.10 -0.70
H 1.74 -1.80 0.16
H 1.57 -3.50 0.70
H 2.37 2.60 -0.36
H 2.55 2.14 1.37
H 2.03 0.92 0.17
H 0.85 4.77 0.94
H -0.76 4.42 1.66
H 0.73 3.95 2.55
H 0.39 1.19 3.80
O 1.53 0.28 6.61
C 1.37 0.80 5.55
N 1.25 1.36 4.48
*
```

Computed properties:
HOMO (spin up / spin down): -0.231 / -0.290 Eh
Gap between HOMO and LUMO (spin up / spin down): 6.719 / 5.496 eV

=====

Record 4
Below is a molecular structure, C22H25N3O3SbTm at a distorted geometry, with properties calculated with ωB97M-V with the def2-TZVPD basis set.

```
! wB97M-V def2-TZVPD RIJCOSX def2/J DEFGRID3
* xyz 2 3
Tm 0.15 0.66 0.05
C -0.12 1.53 3.37
C -0.16 0.05 3.16
C -0.72 -0.83 4.09
C -0.68 -2.19 3.84
C -0.08 -2.67 2.67
C 0.43 -1.76 1.77
N 0.38 -0.43 2.04
Sb 1.58 -2.52 0.08
C 2.95 -0.87 0.09
C 4.31 -1.13 0.12
C 5.21 -0.06 0.13
C 4.73 1.24 0.12
C 3.36 1.44 0.10
C 2.72 2.80 0.09
N 2.51 0.41 0.08
C 0.51 -1.78 -1.67
C 0.11 -2.70 -2.62
C -0.40 -2.23 -3.83
C -0.46 -0.88 -4.08
C -0.02 0.01 -3.10
C 0.01 1.50 -3.30
N 0.42 -0.46 -1.93
H -0.78 1.85 4.17
H -0.42 2.10 2.48
H 0.90 1.84 3.62
H -1.16 -0.44 5.00
H -1.10 -2.88 4.56
H -0.02 -3.73 2.50
H 4.68 -2.14 0.13
H 6.27 -0.25 0.15
H 5.41 2.08 0.14
H 3.44 3.61 0.09
H 2.10 2.95 0.98
H 2.10 2.95 -0.80
H 0.19 -3.76 -2.44
H -0.73 -2.93 -4.58
H -0.83 -0.50 -5.03
H -0.66 1.81 -4.10
H 1.02 1.81 -3.57
H -0.30 2.07 -2.41
C -3.68 0.04 -1.49
C -3.11 0.31 -0.11
C -4.08 -0.03 1.01
O -1.88 -0.49 0.07
C -2.68 1.78 -0.02
O -3.49 2.65 0.00
O -1.35 1.99 0.00
H -4.00 -1.00 -1.57
H -2.96 0.25 -2.28
H -4.55 0.68 -1.64
H -4.45 -1.05 0.89
H -4.93 0.66 0.96
H -3.60 0.07 1.98
H -2.10 -1.43 0.05
*
```

Computed properties:
HOMO (spin up / spin down): -0.568 / -0.568 Eh
Gap between HOMO and LUMO (spin up / spin down): 9.051 / 9.059 eV
Relative energy (zero: lowest compared OMol25 entry of this formula, charge and spin): 0.000 eV